# 1
Computed, not measured: one molecule with the formula C4H7NO4 at a distorted geometry, with the ωB97M-V functional and the def2-TZVPD basis.

Geometry as ORCA input:
```
! RIJCOSX wB97M-V def2-TZVPD def2/J DEFGRID3
* xyz 0 3
C 0.00478 1.61582 2.01580
C 1.50760 0.02790 -1.05766
C -0.91790 0.10540 -0.46975
C 0.50237 0.20087 0.16340
N -1.47630 -1.04161 -0.64602
O -0.92601 0.96526 2.35884
O -2.51091 -1.31233 -1.20768
O -0.69810 -2.12886 -0.28084
O 0.71498 1.36077 0.90229
H 0.45094 2.57338 2.50823
H 2.36691 0.44139 -0.71237
H 1.66504 -1.12290 -1.20691
H 1.16801 0.69760 -1.91056
H -1.47043 1.08390 -0.67875
H 0.58829 -0.59515 0.97587
H -0.96928 -2.87142 -0.75389
*
```

Calculated values
Kohn-Sham gap (spin up / spin down): 6.58 / 9.50 eV
E_tot: -13933.89593 eV

# 2
Computed, not measured: an isolated ion of composition C4H7NO5P and charge -1 at a distorted geometry, with the ωB97M-V functional and the def2-TZVPD basis.

Geometry as ORCA input:
```
! RIJCOSX wB97M-V def2-TZVPD def2/J DEFGRID3
* xyz -1 1
C 1.11296 -0.39543 1.15309
C 0.24925 0.44834 -0.93103
C 1.01515 0.93949 0.36258
C 0.55511 -1.02174 -0.85133
N -1.83303 -1.45931 0.12255
O -3.46127 0.52263 -0.27307
O -1.59490 0.69699 1.55989
O 1.27565 -1.44302 0.15889
O -1.06345 0.71137 -1.09030
O 2.27684 1.47540 0.06579
P -2.15505 0.19040 0.28832
H 2.08067 -0.53974 1.68895
H 0.09805 -0.43673 1.77112
H 0.68812 0.84521 -1.85215
H 0.27096 1.45766 0.98691
H 0.38518 -1.84657 -1.49379
H -2.17127 -1.70827 -0.79829
H 2.27104 1.56333 -0.86815
*
```

Calculated values
Kohn-Sham gap (spin up / spin down): 6.82 / 8.08 eV
E_tot: -25278.16309 eV

# 3
Computed, not measured: one molecule with the formula C4H7NOS at a distorted geometry, with the ωB97M-V functional and the def2-TZVPD basis.

Geometry as ORCA input:
```
! RIJCOSX wB97M-V def2-TZVPD def2/J DEFGRID3
* xyz 0 1
C -0.29494 -0.84496 -0.66004
C 0.05107 -1.49641 -1.75278
C -0.54339 1.14748 0.90075
C -0.51987 -0.24649 1.50136
N 0.09626 1.17301 -0.35385
O -0.89823 -1.16210 0.51117
S 1.83246 1.25090 -0.42806
H 0.33240 -2.51369 -1.65430
H 0.45607 -1.13367 -2.67276
H -1.60056 1.30062 0.68110
H -0.05915 2.01480 1.43155
H 0.59154 -0.59442 1.79472
H -1.09625 -0.49422 2.41869
H 1.65260 1.59916 -1.71756
*
```

Calculated values
Kohn-Sham gap: 9.14 eV
E_tot: -18629.69251 eV

# 4
Computed, not measured: a 2-piece molecular cluster, C4H7NOS2 overall at a distorted geometry, with the ωB97M-V functional and the def2-TZVPD basis.

Geometry as ORCA input:
```
! RIJCOSX wB97M-V def2-TZVPD def2/J DEFGRID3
* xyz 0 1
C -0.07747 -0.20958 1.58352
C -0.15197 -0.62437 0.07781
C 0.09927 0.66893 -0.75443
C -0.25002 0.40989 -2.19147
H 0.53280 2.31035 3.14626
H -0.89578 0.59845 1.68685
H -0.22086 -1.04989 2.29476
H 0.52981 -1.31441 -0.38162
H -2.43267 -0.51117 0.23532
H -0.58312 1.38688 -0.26855
H 1.47191 1.29373 0.45595
N -0.05727 -0.07456 -3.30877
O 1.46761 1.15709 -0.69852
S 1.26296 0.63405 2.18077
S -1.72927 -1.44143 -0.35027
*
```

Calculated values
Kohn-Sham gap: 7.36 eV
E_tot: -29464.24841 eV

# 5
Computed, not measured: one molecule with the formula C4H7NOS2 at a distorted geometry, with the ωB97M-V functional and the def2-TZVPD basis.

Geometry as ORCA input:
```
! RIJCOSX wB97M-V def2-TZVPD def2/J DEFGRID3
* xyz 0 1
C -1.80473 -2.62173 0.18852
O -1.39570 -1.46122 0.99196
C -0.63419 -0.66084 0.28325
N -0.36512 -0.74032 -0.93948
S 0.41992 0.60328 -1.63457
C 0.86609 1.47127 -0.05728
C 2.39466 1.42324 0.25815
S -0.06912 0.70836 1.24557
H -2.42619 -2.25277 -0.58710
H -2.32407 -3.26275 0.90160
H -0.91907 -3.10760 -0.22101
H 0.55803 2.52244 -0.11092
H 2.79204 0.44165 0.57464
H 2.58724 2.26856 0.95508
H 2.90976 1.60445 -0.68344
*
```

Calculated values
Kohn-Sham gap: 8.87 eV
E_tot: -29468.69897 eV
SMILES string: COC1=NS[C@H](C)S1

# 6
Computed, not measured: one molecule with the formula C4H7NS at a distorted geometry, with the ωB97M-V functional and the def2-TZVPD basis.

Geometry as ORCA input:
```
! RIJCOSX wB97M-V def2-TZVPD def2/J DEFGRID3
* xyz 0 1
C -2.19469 -0.99639 -0.24296
C 0.24270 -0.98395 -1.26339
C 1.34555 -1.59622 -0.46002
C -1.99748 1.38117 0.81961
N -2.21352 0.05282 0.35167
S -1.09568 -1.85963 -1.65818
H 0.30398 -0.01188 -1.79605
H 2.28876 -1.49785 -1.09821
H 1.20520 -2.62817 -0.23882
H 1.37411 -1.16644 0.49977
H -1.54973 1.14525 1.82143
H -2.99046 1.80272 0.74423
H -1.19162 2.02574 0.32194
*
```

Calculated values
Kohn-Sham gap (spin up / spin down): 7.94 / 7.94 eV
E_tot: -16582.75839 eV

# 7
Computed, not measured: one molecule with the formula C4H7NS at a distorted geometry, with the ωB97M-V functional and the def2-TZVPD basis.

Geometry as ORCA input:
```
! RIJCOSX wB97M-V def2-TZVPD def2/J DEFGRID3
* xyz 0 1
C -0.40566 -1.42620 -1.23341
C -0.48911 -0.92956 0.19340
C 0.30871 -0.09528 0.71773
C 1.07165 0.87161 1.24537
N 0.70546 2.19368 1.26297
S -0.13931 2.76529 -0.06688
H -1.01394 -0.79146 -1.97722
H -0.64599 -2.60524 -1.25160
H 0.61792 -1.36845 -1.50592
H -1.22572 -1.47493 0.81788
H 1.94226 0.70485 1.91785
H 1.50546 2.96629 1.37855
H -1.32152 2.61678 0.37610
*
```

Calculated values
Kohn-Sham gap: 8.89 eV
E_tot: -16583.61427 eV
SMILES string: CC=C=CNS

# 8
Computed, not measured: one molecule with the formula C4H7NS at a distorted geometry, with the ωB97M-V functional and the def2-TZVPD basis.

Geometry as ORCA input:
```
! RIJCOSX wB97M-V def2-TZVPD def2/J DEFGRID3
* xyz 0 1
S -3.10960 0.40446 -0.07652
C -1.89830 -0.63552 0.48924
C -0.59251 -0.68419 -0.24438
N 0.57454 -0.25809 0.57771
C 1.69082 -0.01326 -0.32656
C 0.88499 1.06104 0.31452
H -1.75030 -1.27314 1.48252
H -0.64044 0.10908 -1.02575
H -0.25042 -1.73188 -0.61807
H 2.60084 -0.32087 0.05066
H 1.49613 -0.09104 -1.32999
H 1.06289 1.85873 1.01395
H -0.06863 1.57470 -0.30735
*
```

Calculated values
Kohn-Sham gap: 8.30 eV
E_tot: -16583.02050 eV
SMILES string: S=CCN1CC1

Record order is preserved below.
Relative energy (zero: lowest compared OMol25 entry of this formula, charge and spin): 11.3; 70.9; 112.0; 127.8; 25.2; 96.2; 76.5; 90.2 kcal per mole